Here is C14H15N2O3S2Zn as an isolated structure at a distorted geometry from the OMol25 dataset. Energies are from wB97M-V/def2-TZVPD.

```
37
C14H15N2O3S2Zn (wB97M-V/def2-TZVPD)
Zn -0.0135 0.6141 -0.0770
C 3.0045 -1.7510 -2.2055
C 1.9750 -1.3457 -1.1640
O 1.2356 -0.3460 -1.4478
C 1.9772 -2.0234 0.0378
C 1.0869 -1.6390 1.0649
C 1.5315 -1.6174 2.4962
N -0.1506 -1.2557 0.8065
N -0.7420 -1.8383 -0.2728
C -1.4787 -1.1125 -1.0427
O -1.5808 0.1786 -0.9975
C -2.2259 -1.8384 -2.0820
C -2.4627 -3.2078 -1.9823
C -3.1533 -3.8618 -2.9838
C -3.6077 -3.1654 -4.0945
C -3.3738 -1.8029 -4.1953
C -2.6929 -1.1404 -3.1924
H 2.5426 -1.7069 -3.1889
H 3.3537 -2.7618 -2.0102
H 3.8524 -1.0663 -2.1992
H 2.7882 -2.7017 0.2559
H 2.4043 -2.2531 2.6267
H 0.7241 -1.9552 3.1406
H 1.7852 -0.5991 2.7936
H -2.0978 -3.7372 -1.1161
H -3.3416 -4.9246 -2.9061
H -4.1463 -3.6837 -4.8790
H -3.7187 -1.2536 -5.0620
H -2.4969 -0.0802 -3.2374
C -0.6417 4.1569 3.7303
O -0.6422 4.1433 2.3181
C -0.2457 3.0557 1.6545
S -0.4374 3.1510 -0.0135
S 0.4539 1.7338 2.4030
H -1.6780 4.1226 4.0793
H -0.1666 5.0814 4.0567
H -0.0942 3.3009 4.1253
```

Values from the calculation:
- highest occupied orbital energy (eV) = -4.0529
- LUMO level (eV) = 2.900
- charge = -1
- HOMO-LUMO gap (hartree) = 0.25551
- multiplicity = 1

Atomic partial charges in e from the natural (NBO) method, atoms 1 to 5:
1. Zn 1.611
2. C -0.675
3. C 0.497
4. O -0.824
5. C -0.514

---

Here is one molecule with the formula C14H15N3O2 from the OMol25 dataset. Energies are from wB97M-V/def2-TZVPD.

```
34
C14H15N3O2 (wB97M-V/def2-TZVPD)
O -0.9577 2.8305 -2.0332
C -0.4384 2.0423 -1.2702
N -0.7816 2.0283 0.0776
C -1.0050 0.9209 0.8895
C -1.1266 1.1233 2.2888
N -1.3202 0.1728 3.1499
C -1.4225 -1.0990 2.7100
C -1.6234 -2.1308 3.6476
C -1.7546 -3.4255 3.2275
C -1.6935 -3.7415 1.8606
C -1.4953 -2.7618 0.9278
C -1.3496 -1.4176 1.3262
C -1.1419 -0.3641 0.4152
N 0.5098 1.1397 -1.6560
C 1.5069 0.5900 -0.7564
C 2.9009 0.7232 -1.3990
O 3.0154 1.9399 -2.0886
C 2.1743 2.0009 -3.2280
C 0.9083 1.1491 -3.0483
H -1.2580 2.8745 0.3624
H -1.0590 2.1277 2.6896
H -1.6722 -1.8636 4.6914
H -1.9103 -4.2174 3.9451
H -1.8052 -4.7703 1.5508
H -1.4486 -3.0006 -0.1255
H -1.1172 -0.5711 -0.6451
H 1.2983 -0.4655 -0.5365
H 1.4844 1.1494 0.1809
H 3.6682 0.7383 -0.6233
H 3.1006 -0.1234 -2.0718
H 1.9127 3.0545 -3.3465
H 2.7258 1.6645 -4.1187
H 1.0846 0.1146 -3.3592
H 0.0904 1.5678 -3.6345
```

Values from the calculation:
- highest occupied orbital energy (eV) = -8.4416
- LUMO level (eV) = 0.180
- relative energy (zero: lowest compared OMol25 entry of this formula, charge and spin) (kJ/mol) = 44.4
- SMILES = O=C(Nc1cnc2ccccc2c1)N1CCOCC1
- HOMO-LUMO gap (hartree) = 0.31686
- multiplicity = 1

Atomic partial charges in e from the natural (NBO) method, atoms 1 to 5:
1. O -0.638
2. C 0.796
3. N -0.642
4. C 0.116
5. C 0.032

---

Here is C14H15N3O3RuS2Se2 as an isolated structure from the OMol25 dataset. Energies are from wB97M-V/def2-TZVPD.

```
40
C14H15N3O3RuS2Se2 (wB97M-V/def2-TZVPD)
Ru -0.6974 -0.1639 -0.0184
O 0.3879 -2.0862 -1.6732
C 1.7150 -2.5108 -1.4158
C 2.1343 -2.5513 0.0602
C 3.3934 -3.4387 0.0742
O 4.0263 -3.5442 1.3490
C 2.5400 -1.1824 0.6475
Se 1.7767 0.4689 -0.0932
C 1.0516 -3.2546 0.8896
Se -0.5119 -2.2059 1.4891
H -0.2348 -2.6060 -1.1424
H 2.3574 -1.8220 -1.9670
H 1.8625 -3.5208 -1.8294
H 4.1089 -3.0450 -0.6621
H 3.1345 -4.4590 -0.2190
H 3.9878 -2.6676 1.7486
H 3.6195 -1.0421 0.5211
H 2.3086 -1.1755 1.7143
H 1.5051 -3.6667 1.7913
H 0.6727 -4.1068 0.3135
S -2.9192 0.4241 1.1789
C -3.7027 -0.0370 -0.2868
S -2.7285 -0.7490 -1.5143
C -5.0872 0.1431 -0.4556
C -5.7702 -0.2538 -1.6456
N -6.3644 -0.5474 -2.5933
C -5.9040 0.7381 0.5545
N -6.6028 1.2094 1.3464
O -1.0504 1.8689 -1.0014
N -0.5555 2.9314 -0.4720
C 0.6351 3.4290 -0.9054
C 1.1940 4.5232 -0.2928
C 0.5666 5.1281 0.7940
C -0.6353 4.5775 1.2326
C -1.1801 3.4835 0.6061
H 1.0739 2.8733 -1.7188
H 2.1469 4.8818 -0.6589
H 1.0010 5.9882 1.2841
H -1.1598 4.9889 2.0850
H -2.0954 2.9792 0.8855
```

Values from the calculation:
- highest occupied orbital energy (spin up / spin down) (eV) = 0.0894 / -1.5125
- LUMO level (spin up / spin down) (eV) = 4.425 / 4.363
- charge = -2
- HOMO-LUMO gap (spin up / spin down) (hartree) = 0.15933 / 0.21591
- multiplicity = 5
- ⟨S²⟩ = 6.04

Atomic partial charges in e from the Löwdin method, atoms 1 to 5:
1. Ru 0.492
2. O -0.178
3. C -0.267
4. C -0.577
5. C -0.245

---

Here is a 2-piece molecular cluster, C14H16 overall at a distorted geometry from the OMol25 dataset. Energies are from wB97M-V/def2-TZVPD.

```
30
C14H16 (wB97M-V/def2-TZVPD)
C 0.5018 0.0706 -1.8379
C -1.5639 -2.6355 -3.4437
C -1.1578 -1.3876 -2.9433
C -0.7370 -3.7683 -3.3820
C 0.0705 -1.2867 -2.1713
C 0.5000 -3.6578 -2.6342
C 0.6766 -2.5212 -1.8970
H -2.5641 -2.8882 -3.7911
H -1.8049 -0.5260 -3.0716
H -1.1521 -4.7166 -3.6769
H 0.9802 -4.6112 -2.4320
H 0.5534 0.7987 -2.7049
H 1.5572 0.3060 -1.6433
H 1.3641 -2.6313 -1.0447
H -0.1537 0.5398 -1.1021
C 1.0796 3.9805 2.7695
C 0.1922 0.5075 1.3514
C -0.5753 0.0235 2.3866
C 0.8578 1.7455 1.5552
C 0.4933 2.6071 2.5575
C -0.9526 0.8618 3.4726
C -0.5084 2.1507 3.4730
H 0.4346 -0.0912 0.4899
H -0.8880 -1.0152 2.3516
H 1.4309 2.0904 0.6959
H -1.7655 0.4467 4.0555
H 2.0524 3.7553 3.2256
H 0.4148 4.6553 3.2927
H -0.7072 2.8172 4.3087
H 1.3713 4.3800 1.7904
```

Values from the calculation:
- highest occupied orbital energy (spin up / spin down) (eV) = 0.7201 / -3.2274
- LUMO level (spin up / spin down) (eV) = 2.890 / 2.875
- charge = -1
- relative energy (zero: lowest compared OMol25 entry of this formula, charge and spin) (kJ/mol) = 151.0
- HOMO-LUMO gap (spin up / spin down) (hartree) = 0.07973 / 0.22425
- multiplicity = 2
- ⟨S²⟩ = 0.76

Atomic partial charges in e from the natural (NBO) method, atoms 1 to 5:
1. C -0.637
2. C -0.218
3. C -0.365
4. C -0.390
5. C -0.218

---

Here is a 2-piece molecular cluster, C14H16 overall at a distorted geometry from the OMol25 dataset. Energies are from wB97M-V/def2-TZVPD.

```
30
C14H16 (wB97M-V/def2-TZVPD)
C 1.7271 0.9007 2.0867
C 1.3208 -0.2941 1.4555
C 0.3126 -1.0330 2.1266
C -0.0972 -2.1999 1.5948
C 0.3688 -2.8285 0.5347
C 1.3486 -2.1563 -0.2194
C 1.7311 -0.9087 0.2979
H 2.3380 1.5527 1.3880
H 2.5502 0.7931 2.9535
H 0.9461 1.4766 2.4621
H -0.0842 -0.5733 3.0111
H -0.8720 -2.7151 2.1726
H 0.1965 -3.7693 0.3432
H 1.7483 -2.5206 -1.1335
H 2.5384 -0.3571 -0.2593
C -2.6819 1.4213 0.1272
C -1.6516 1.1386 -0.8456
C -1.6912 -0.0888 -1.5873
C -0.6362 -0.4506 -2.4324
C 0.3837 0.5898 -2.6038
C 0.4574 1.8647 -1.8904
C -0.5663 2.0476 -1.0343
H -2.5554 2.5396 0.5078
H -2.3286 0.8987 0.9984
H -3.7627 1.2622 0.1136
H -2.4521 -0.7896 -1.2885
H -0.6791 -1.4187 -3.0210
H 1.1462 0.2167 -3.3404
H 1.2240 2.5885 -2.2914
H -0.2794 2.8130 -0.2262
```

Values from the calculation:
- highest occupied orbital energy (eV) = -8.3809
- LUMO level (eV) = 0.910
- relative energy (zero: lowest compared OMol25 entry of this formula, charge and spin) (kJ/mol) = 287.8
- SMILES = Cc1ccccc1.Cc1ccccc1
- HOMO-LUMO gap (hartree) = 0.34145
- multiplicity = 1

Atomic partial charges in e from the natural (NBO) method, atoms 1 to 5:
1. C -0.628
2. C -0.036
3. C -0.219
4. C -0.153
5. C -0.241

---

Here is a 2-piece molecular cluster, C14H16 overall at a distorted geometry from the OMol25 dataset. Energies are from wB97M-V/def2-TZVPD.

```
30
C14H16 (wB97M-V/def2-TZVPD)
C -1.8150 -3.7300 1.9893
C -1.5628 -2.3234 2.3170
C -2.6463 -1.4372 2.3290
C -2.4812 -0.1019 2.7042
C -1.2207 0.3576 3.0164
C -0.1140 -0.4928 3.0042
C -0.3002 -1.8062 2.6152
H -0.9171 -4.3618 2.0403
H -2.2806 -3.9497 1.0319
H -2.3792 -4.2375 2.7829
H -3.6722 -1.6935 2.0908
H -3.3536 0.4942 2.9268
H -1.0707 1.3973 3.2871
H 0.8500 -0.1678 3.3698
H 0.5139 -2.5230 2.5709
C 3.1052 -0.2348 -2.7683
C 2.1425 0.8489 -2.4937
C 0.9626 0.6306 -1.8588
C -0.1324 1.5400 -1.8284
C 0.0835 2.6734 -2.5713
C 1.3197 3.0464 -3.1291
C 2.3055 2.0980 -3.1711
H 2.6474 -1.1825 -3.0983
H 3.6062 -0.6090 -1.8644
H 3.7974 -0.1011 -3.5919
H 0.7410 -0.2579 -1.2706
H -0.9483 1.4967 -1.1250
H -0.6979 3.4335 -2.5592
H 1.4289 4.0643 -3.4674
H 3.2240 2.3608 -3.6827
```

Values from the calculation:
- highest occupied orbital energy (eV) = -8.8988
- LUMO level (eV) = 0.904
- relative energy (zero: lowest compared OMol25 entry of this formula, charge and spin) (kJ/mol) = 100.9
- SMILES = Cc1ccccc1.Cc1ccccc1
- HOMO-LUMO gap (hartree) = 0.36026
- multiplicity = 1

Atomic partial charges in e from the natural (NBO) method, atoms 1 to 5:
1. C -0.640
2. C -0.020
3. C -0.207
4. C -0.210
5. C -0.219